{
  "formula": "C37H118LiN20O31",
  "method": "ωB97M-V/def2-TZVPD",
  "species": ["Li", "C", "C", "C", "O", "C", "C", "C", "O", "O", "O", "H", "H", "O", "H", "H", "O", "H", "H", "O", "H", "H", "O", "H", "H", "O", "H", "H", "O", "H", "H", "O", "H", "H", "O", "H", "H", "O", "H", "H", "O", "H", "H", "C", "O", "N", "N", "H", "H", "H", "H", "C", "O", "N", "N", "H", "H", "H", "H", "C", "O", "N", "N", "H", "H", "H", "H", "C", "O", "N", "N", "H", "H", "H", "H", "C", "O", "N", "N", "H", "H", "H", "H", "C", "O", "N", "N", "H", "H", "H", "H", "C", "O", "N", "N", "H", "H", "H", "H", "C", "O", "N", "N", "H", "H", "H", "H", "C", "O", "N", "N", "H", "H", "H", "H", "C", "O", "N", "N", "H", "H", "H", "H", "C", "C", "C", "O", "H", "H", "H", "H", "H", "H", "H", "H", "C", "C", "C", "O", "H", "H", "H", "H", "H", "H", "H", "H", "C", "C", "C", "O", "H", "H", "H", "H", "H", "H", "H", "H", "C", "C", "C", "O", "H", "H", "H", "H", "H", "H", "H", "H", "C", "C", "C", "O", "H", "H", "H", "H", "H", "H", "H", "H", "C", "C", "C", "O", "H", "H", "H", "H", "H", "H", "H", "H", "C", "C", "C", "O", "H", "H", "H", "H", "H", "H", "H", "H"],
  "coordinates": [[-2.881769, -0.744527, 2.985501], [-1.267069, -0.031577, -0.668239], [0.096301, -0.050207, -0.959329], [1.104171, 0.138913, 0.187071], [2.384081, 0.341333, -0.024039], [0.712811, 0.199193, 1.511261], [-0.700079, 0.142093, 1.866921], [-1.776849, 0.020573, 0.710551], [-2.928179, -0.096557, 1.036011], [-1.102969, 0.137473, 3.065591], [0.347501, -0.089187, -2.234109], [-1.980369, 0.025133, -1.477179], [1.491851, 0.349363, 2.244011], [-4.300499, -4.716967, -0.632889], [-3.911849, -5.380337, -1.203089], [-3.630399, -4.547187, 0.029201], [4.607951, -1.976857, 1.044781], [4.233151, -1.105327, 0.917581], [4.991431, -2.199337, 0.196451], [-6.664939, -2.904297, 0.277361], [-6.232239, -2.338177, -0.361779], [-6.070719, -3.647577, 0.380701], [4.892661, -3.428167, 3.223371], [4.903601, -3.384977, 2.267211], [5.292831, -2.605617, 3.505351], [-4.617719, -2.239757, 2.631621], [-4.025519, -2.708507, 2.043571], [-5.494189, -2.482927, 2.333451], [2.138281, -2.847117, -2.378849], [2.637631, -3.288467, -3.065949], [1.595381, -2.212577, -2.846659], [2.311841, -3.931157, 0.009801], [2.255741, -3.148287, 0.557701], [2.186111, -3.608947, -0.882729], [-3.791009, -3.558867, -3.262399], [-3.396189, -4.398177, -3.498879], [-3.890729, -3.600057, -2.311299], [-4.463179, -0.750517, -3.796149], [-4.649019, -0.684247, -2.859509], [-4.091029, -1.625587, -3.905649], [-3.792139, 1.411333, 3.596131], [-4.448209, 1.595043, 4.268481], [-4.154049, 1.793863, 2.796811], [0.247491, 4.166893, -4.818849], [0.479541, 4.853143, -5.858899], [0.752731, 4.378373, -3.634829], [-0.661939, 3.173733, -4.816839], [1.392371, 5.134693, -3.437499], [0.236321, 3.876833, -2.926389], [-0.893779, 2.653673, -3.982649], [-1.099569, 3.022083, -5.714379], [-4.855239, 2.474483, -4.560929], [-5.146289, 3.675413, -4.700329], [-5.714379, 1.580633, -4.668949], [-3.663489, 2.051273, -4.358959], [-6.590889, 1.853483, -5.090099], [-5.510369, 0.610423, -4.476149], [-2.813649, 2.596773, -4.376279], [-3.682329, 1.047823, -4.245759], [3.013491, 1.977983, -8.049339], [2.534591, 2.569413, -9.056969], [4.252581, 1.754723, -7.892949], [2.337081, 1.522623, -7.011809], [4.646871, 1.546763, -6.986639], [4.729241, 2.339383, -8.564559], [2.757801, 1.081023, -6.206779], [1.339661, 1.632143, -7.127009], [-1.860159, -4.463067, 2.364791], [-2.399529, -3.677817, 1.618931], [-1.570269, -4.326607, 3.600221], [-1.222949, -5.507207, 1.947031], [-1.054539, -5.016807, 4.127241], [-1.743479, -3.447927, 4.067171], [-0.719229, -6.059937, 2.625891], [-1.250989, -5.661907, 0.949341], [-2.580139, -1.818807, 5.877351], [-2.320179, -2.107227, 4.723961], [-1.916259, -1.005507, 6.650721], [-3.621439, -2.207217, 6.466751], [-1.116609, -0.573937, 6.209801], [-2.125259, -0.933427, 7.636231], [-3.836669, -2.061737, 7.442771], [-4.287169, -2.594047, 5.813091], [-1.440429, -1.554007, -4.929059], [-1.886619, -2.151317, -5.837939], [-1.540269, -1.890377, -3.664579], [-0.881399, -0.338877, -4.904469], [-1.050639, -1.191957, -3.123679], [-2.029839, -2.707487, -3.328809], [-0.787109, 0.235653, -5.729769], [-0.497899, -0.061157, -4.012339], [3.025131, 3.842093, 1.873311], [3.334911, 4.931733, 2.165891], [3.584451, 3.091533, 0.943641], [2.059701, 3.203213, 2.415281], [4.390731, 3.384343, 0.410471], [3.216771, 2.158303, 0.825321], [1.492721, 3.703503, 3.084871], [1.786921, 2.317973, 2.012741], [3.603941, 1.120273, -3.424709], [3.788231, 1.482803, -4.580459], [3.144351, 1.899113, -2.452159], [3.741251, -0.139797, -3.032009], [2.923931, 1.580623, -1.519379], [2.697461, 2.704083, -2.867389], [3.998881, -0.801707, -3.750069], [3.196501, -0.356847, -2.209669], [-0.901449, -4.956297, -1.510249], [-1.563959, -5.762917, -0.890579], [-0.937279, -3.677967, -1.275389], [-0.042409, -5.291557, -2.467909], [-1.468159, -3.290657, -0.508409], [-0.344019, -3.161177, -1.908709], [-0.038789, -6.250847, -2.783889], [0.380471, -4.515487, -2.956769], [-0.428519, 1.966293, 5.623931], [-0.265109, 2.555353, 6.702921], [0.114461, 0.813843, 5.325981], [-1.255109, 2.493783, 4.755861], [-0.264919, 0.308333, 4.538181], [0.579881, 0.240893, 6.015341], [-1.328489, 2.038923, 3.857071], [-1.703289, 3.394493, 4.845041], [4.937141, 0.954903, 3.350281], [4.678861, 1.835313, 4.578361], [3.348071, 1.453543, 5.309601], [5.739041, 1.462143, 5.409661], [4.019971, 0.978003, 2.761761], [5.091171, -0.076767, 3.666561], [5.836471, 1.280333, 2.827411], [4.800361, 2.893523, 4.347011], [2.490591, 1.802503, 4.734221], [3.281651, 1.930863, 6.287281], [3.308721, 0.370463, 5.425761], [6.084661, 0.598323, 5.173081], [0.300161, 3.686663, -0.308829], [-1.144969, 3.708683, -0.824689], [-1.565689, 5.122793, -1.186589], [-1.115369, 2.804233, -1.946619], [0.244681, 3.729123, 0.778931], [1.006631, 4.494233, -0.500789], [0.880541, 2.776343, -0.459119], [-1.804649, 3.307843, -0.055109], [-2.580799, 5.150783, -1.582639], [-0.816889, 5.602473, -1.816899], [-1.660349, 5.638193, -0.230809], [-1.165029, 1.915653, -1.586669], [-6.381249, 0.837353, 0.749371], [-5.694479, 0.707443, -0.605879], [-4.755199, 1.869573, -0.957979], [-4.924049, -0.503957, -0.639329], [-6.625469, -0.088167, 1.270771], [-7.247919, 1.497463, 0.714361], [-5.656929, 1.298643, 1.420691], [-6.389949, 0.598503, -1.438069], [-4.206499, 1.383563, -1.764709], [-4.163469, 2.129523, -0.080269], [-5.303769, 2.690613, -1.419589], [-4.193409, -0.371847, -0.030789], [6.479531, 1.119783, -0.205079], [6.983841, -0.149467, -0.914859], [7.935991, -0.939637, -0.040319], [5.888901, -0.907727, -1.288089], [7.297841, 1.744293, 0.153331], [5.844781, 0.722623, 0.587041], [5.883861, 1.735953, -0.878579], [7.499371, 0.006413, -1.862499], [7.682481, -0.874547, 1.017801], [8.981801, -0.632477, -0.036229], [7.970141, -1.959947, -0.422299], [5.228761, -0.298697, -1.627029], [1.179621, -4.786037, -6.360819], [1.883761, -3.671387, -7.149569], [1.816461, -2.287917, -6.508199], [3.226571, -4.094297, -7.360989], [0.420991, -4.231487, -5.808489], [1.829821, -5.308337, -5.658999], [0.647381, -5.469787, -7.022109], [1.357891, -3.673497, -8.104319], [2.495941, -1.597527, -7.007969], [2.085751, -2.217177, -5.454359], [0.855531, -1.843237, -6.767019], [3.109331, -5.002897, -7.647869], [1.958411, -2.357537, 3.994491], [2.306081, -2.692407, 5.453641], [1.112571, -3.318807, 6.124741], [3.398741, -3.574307, 5.452331], [1.256501, -1.531127, 3.882861], [1.521361, -3.143297, 3.378301], [2.887101, -2.037127, 3.522291], [2.678591, -1.822117, 5.993951], [1.384551, -3.324557, 7.180251], [0.901381, -4.342597, 5.815941], [0.373351, -2.525227, 6.015691], [3.789081, -3.622177, 4.576581], [-3.413809, 5.015693, 3.320431], [-4.042829, 5.170103, 4.701591], [-3.443409, 6.313953, 5.597071], [-5.436169, 5.300913, 4.595641], [-3.530119, 5.850423, 2.629201], [-4.072309, 4.295373, 2.835041], [-2.376729, 4.682093, 3.284521], [-3.699629, 4.268003, 5.208091], [-3.480759, 7.318903, 5.176621], [-2.364209, 6.168923, 5.646041], [-3.881339, 6.201123, 6.588831], [-5.855829, 5.554393, 5.421011]],
  "forces_ev_per_angstrom": [[-0.4, 0.0, 0.3], [-0.8, 0.4, 3.2], [-1.1, 0.4, -2.8], [3.8, 0.7, -0.5], [-2.6, -0.6, -0.8], [-3.4, -0.1, 0.3], [2.2, -0.3, -0.1], [4.3, -0.2, -2.3], [-2.4, -0.1, 1.6], [-0.7, -0.3, -1.7], [1.5, -0.3, 2.6], [-0.2, -0.4, -0.1], [-0.1, -0.2, 0.3], [-0.7, 0.5, -0.3], [0.2, -0.4, 0.1], [0.6, 0.0, 0.5], [0.0, -0.2, 0.3], [-0.3, 0.4, -0.1], [0.2, 0.2, -0.5], [-0.5, 0.0, 0.6], [0.4, 0.4, -0.2], [0.2, -0.4, -0.3], [0.3, -0.7, 0.7], [-0.3, 0.3, -0.4], [0.2, 0.2, -0.1], [0.0, 0.6, 0.7], [0.7, -0.6, -0.3], [-0.4, 0.2, -0.3], [-0.1, 0.0, -0.5], [0.3, -0.2, -0.2], [-0.3, 0.7, -0.1], [0.0, -0.7, 0.7], [0.2, 0.2, 0.2], [-0.1, 0.2, -0.2], [0.0, 0.1, -0.4], [0.0, -0.3, -0.3], [-0.3, -0.1, 0.8], [-0.2, 0.3, -0.2], [0.0, -0.1, 0.8], [0.2, -0.6, -0.2], [0.2, -0.4, 0.0], [-0.2, 0.1, 0.3], [-0.1, 0.0, -0.4], [-0.3, 2.4, -4.7], [-0.2, -1.6, 2.3], [1.4, 0.2, 2.7], [-0.7, -1.0, -1.0], [-0.4, -0.2, -0.2], [0.6, 0.3, 0.6], [0.1, 0.1, -0.2], [-0.1, -0.1, 0.3], [1.1, 7.7, -0.7], [0.1, 0.4, 0.0], [-6.2, -5.3, -0.6], [4.3, -2.2, 1.1], [0.1, -0.2, 0.4], [-0.2, -0.1, -0.4], [-0.7, 0.1, 0.2], [1.4, -0.1, 0.0], [-4.5, 1.7, -1.9], [0.5, -1.1, 1.6], [6.2, 0.0, -1.0], [-3.3, -0.5, 0.5], [0.0, 0.2, -0.2], [0.9, -0.3, 0.3], [-0.2, 0.3, 0.0], [0.1, -0.1, 0.6], [2.1, -0.7, -0.7], [-2.3, 2.3, -1.7], [-0.3, 2.0, 5.8], [0.8, -3.6, -2.7], [-0.2, 0.3, -0.4], [-0.3, -0.1, 0.2], [0.0, -0.1, -1.0], [0.2, -0.8, -0.2], [2.0, 1.6, -0.3], [0.5, 0.9, -1.9], [3.1, 1.8, 0.6], [-6.2, -3.4, 1.4], [0.0, 0.3, 0.7], [0.4, 0.4, -0.4], [-0.1, 0.0, -0.5], [-0.4, -0.4, 0.6], [-0.2, 1.7, 1.2], [-1.2, -2.1, -3.7], [0.5, -1.6, 3.0], [1.3, 2.4, -1.7], [-0.5, -1.0, 1.5], [0.1, 0.4, -0.1], [0.1, -0.3, 0.3], [0.4, 0.9, -0.6], [1.2, -0.8, -1.7], [1.7, 5.0, 1.2], [1.9, -1.6, -2.7], [-4.4, -2.5, 2.9], [-0.3, 0.0, 0.3], [0.5, -0.1, -0.5], [0.0, -0.4, -0.1], [-0.6, 0.3, 0.5], [-0.7, 0.0, -0.8], [0.5, 0.3, -0.4], [-0.2, 2.3, -0.1], [0.8, -1.7, 0.5], [-0.3, -0.2, -0.1], [-0.1, 0.3, 0.7], [-0.2, -0.1, 0.4], [-0.1, -0.8, -0.1], [0.1, -0.9, 0.4], [-1.3, -1.8, 0.8], [0.1, 2.6, -0.1], [0.8, -0.6, -1.3], [0.2, 0.1, 0.0], [-0.4, 0.9, 0.8], [0.2, 0.4, -0.1], [0.3, -0.8, -0.4], [-0.2, 2.8, 4.2], [0.6, -0.5, 0.2], [1.2, -3.1, -0.6], [-1.5, 0.5, -3.4], [0.2, 0.0, -0.5], [0.3, 0.8, 0.1], [-0.4, 0.1, 0.1], [0.5, -0.4, 0.5], [-1.3, 0.7, -0.1], [-0.3, -2.2, 0.0], [0.6, 1.0, -0.9], [1.5, 0.7, 1.9], [0.3, -0.1, -0.7], [-0.1, -0.2, 0.1], [-0.3, 0.1, -0.2], [-0.4, 0.0, 0.0], [0.0, -0.2, 0.0], [0.2, 0.0, 0.0], [0.0, 0.0, 0.0], [-0.2, 0.1, 0.0], [0.3, 0.1, 2.2], [1.8, -0.3, -0.7], [-0.5, -0.6, 0.5], [-1.1, 0.7, -0.5], [0.0, 0.1, 0.3], [-0.4, 0.4, -0.7], [-0.4, -0.3, -0.5], [-0.2, -0.1, 0.0], [0.2, -0.1, -0.5], [-0.3, 0.1, -0.1], [0.4, 0.3, 0.0], [0.1, -0.3, 0.1], [0.3, 0.5, 0.3], [0.0, -0.4, 0.1], [-1.0, -1.1, -0.5], [-0.9, -0.2, -0.8], [-0.2, -0.3, -0.6], [0.0, 0.0, 0.0], [0.1, 0.3, 0.1], [-0.3, 0.0, 0.2], [0.8, 0.7, 0.1], [0.2, 0.3, -0.3], [0.2, 0.3, 0.4], [0.6, -0.2, 0.4], [0.4, -0.5, -0.7], [1.4, 1.2, -0.1], [0.2, -0.4, 0.3], [-1.0, -1.4, 0.4], [-0.1, -0.1, 0.3], [0.1, 0.4, 0.3], [-0.2, 0.0, -0.1], [0.4, 0.9, 0.0], [-0.5, -0.5, 0.0], [-0.1, 0.6, -0.5], [-0.2, -0.2, 0.4], [-0.3, -0.1, -0.4], [-0.8, 1.2, 0.3], [0.0, -0.8, 0.5], [0.4, 0.2, -1.2], [0.2, 0.3, -0.2], [-0.4, -0.5, 0.3], [0.1, 0.0, -0.1], [0.2, -0.2, 0.1], [0.1, 0.6, -0.3], [0.4, -0.2, -0.2], [-0.4, -0.3, 0.2], [-0.3, -0.2, 0.7], [0.5, -0.2, -0.1], [0.3, 1.1, 0.0], [0.1, -0.9, -1.9], [1.0, 1.2, 1.3], [0.1, -0.8, 0.9], [-0.1, 0.2, 0.3], [0.2, -0.5, 0.4], [-0.1, 0.0, -0.3], [-0.6, 0.5, 0.1], [-0.3, -0.4, 0.3], [-0.3, 0.4, -0.4], [-0.9, -0.7, -0.1], [0.3, -0.1, -0.5], [-1.4, 0.2, -0.8], [1.9, 1.6, 0.9], [0.4, -0.9, -1.1], [-0.4, -0.5, -0.8], [0.2, 0.6, 0.4], [0.3, -0.6, -0.1], [-0.1, 0.0, 0.3], [-0.7, -0.5, 0.4], [-0.8, 0.0, 0.0], [0.1, -0.4, 0.4], [0.1, 0.4, 0.1], [0.4, 0.0, 0.2]],
  "lowdin_charge": [0.66, 0.00, -0.31, -0.30, -0.10, 0.01, -0.24, -0.30, -0.02, -0.13, -0.08, 0.11, 0.10, -0.04, 0.03, 0.01, -0.05, 0.02, 0.04, -0.05, 0.01, 0.00, -0.05, 0.02, 0.04, -0.07, -0.01, 0.02, -0.03, 0.07, 0.03, -0.07, 0.01, -0.05, -0.04, 0.06, 0.02, -0.04, 0.03, 0.02, -0.05, 0.06, 0.02, -0.69, -0.02, 0.18, 0.15, 0.13, 0.05, 0.06, 0.11, -0.84, -0.02, 0.18, 0.20, 0.13, 0.07, 0.08, 0.07, -0.77, -0.03, 0.16, 0.17, 0.10, 0.12, 0.06, 0.11, -0.75, 0.02, 0.19, 0.19, 0.12, 0.04, 0.12, 0.07, -0.76, -0.01, 0.21, 0.20, 0.07, 0.13, 0.13, 0.14, -0.79, 0.08, 0.15, 0.17, 0.04, 0.06, 0.11, 0.05, -0.85, 0.08, 0.19, 0.18, 0.11, 0.05, 0.13, 0.07, -0.70, 0.01, 0.20, 0.17, 0.05, 0.10, 0.12, 0.08, -0.74, 0.00, 0.21, 0.19, 0.11, 0.07, 0.12, 0.08, -0.75, -0.01, 0.16, 0.19, 0.04, 0.11, 0.07, 0.08, -0.06, -0.45, -0.04, -0.07, 0.06, 0.07, 0.08, 0.14, 0.04, 0.08, 0.06, 0.07, -0.05, -0.43, -0.03, -0.10, 0.06, 0.09, 0.06, 0.12, 0.09, 0.08, 0.08, 0.03, -0.02, -0.45, -0.03, -0.09, 0.08, 0.08, 0.05, 0.14, 0.06, 0.07, 0.09, 0.02, -0.04, -0.51, -0.05, -0.07, 0.09, 0.06, 0.07, 0.13, 0.07, 0.08, 0.08, 0.04, -0.06, -0.48, -0.04, -0.06, 0.06, 0.08, 0.08, 0.13, 0.07, 0.06, 0.07, 0.08, -0.04, -0.50, -0.05, -0.05, 0.05, 0.09, 0.06, 0.12, 0.08, 0.09, 0.06, 0.02, -0.05, -0.50, -0.04, -0.03, 0.08, 0.07, 0.07, 0.11, 0.08, 0.07, 0.07, 0.09],
  "charge": -1,
  "homo_lumo_gap_ev": 7.3,
  "max_force_ev_per_a": 8.2,
  "lumo_energy_ev": 0.3
}